{
  "formula": "C26H44N6O9P2Ta",
  "method": "wB97M-V/def2-TZVPD",
  "species": ["Ta", "C", "N", "C", "C", "O", "C", "O", "C", "C", "O", "N", "C", "C", "H", "H", "H", "H", "H", "H", "H", "H", "H", "H", "H", "H", "H", "H", "H", "H", "C", "N", "C", "C", "C", "C", "C", "C", "C", "N", "C", "C", "C", "C", "C", "C", "N", "C", "C", "H", "H", "H", "H", "H", "H", "H", "H", "H", "H", "H", "H", "H", "H", "H", "H", "H", "H", "H", "H", "N", "C", "C", "P", "O", "O", "O", "P", "O", "O", "O", "H", "H", "H", "H", "H", "H", "H", "H"],
  "positions_angstrom": [[0.279, 0.528, 0.190], [-5.007, -0.019, -0.438], [-4.007, -0.471, -1.409], [-4.478, -0.730, -2.778], [-2.727, -0.496, -1.093], [-2.260, -0.193, 0.020], [-1.714, -0.971, -2.123], [-0.542, -1.356, -1.400], [-0.722, -2.603, -0.743], [-0.606, -2.439, 0.748], [-0.339, -1.306, 1.229], [-0.743, -3.500, 1.501], [-0.533, -3.445, 2.956], [-1.080, -4.820, 0.936], [-5.792, -0.770, -0.364], [-5.439, 0.925, -0.767], [-4.537, 0.114, 0.530], [-5.563, -0.700, -2.772], [-4.179, -1.715, -3.133], [-4.120, 0.031, -3.472], [-1.436, -0.173, -2.807], [-2.075, -1.812, -2.709], [0.044, -3.294, -1.094], [-1.696, -3.026, -0.990], [-0.024, -2.527, 3.223], [0.083, -4.294, 3.248], [-1.491, -3.506, 3.472], [-1.880, -4.748, 0.203], [-1.427, -5.455, 1.744], [-0.206, -5.286, 0.480], [1.232, 1.692, -2.974], [1.806, 0.973, -1.823], [2.976, 1.737, -1.301], [2.219, -0.374, -2.178], [2.566, -0.790, -3.448], [2.894, -2.125, -3.653], [2.855, -3.021, -2.593], [2.527, -2.583, -1.316], [2.254, -1.239, -1.115], [1.887, -0.652, 0.136], [2.561, -1.110, 1.305], [3.705, -1.906, 1.293], [4.235, -2.377, 2.482], [3.639, -2.056, 3.694], [2.572, -1.171, 3.711], [2.059, -0.687, 2.520], [1.159, 0.470, 2.479], [2.051, 1.634, 2.824], [0.079, 0.407, 3.508], [2.018, 1.950, -3.684], [0.771, 2.610, -2.638], [0.487, 1.078, -3.472], [3.725, 1.834, -2.088], [3.420, 1.216, -0.457], [2.653, 2.729, -0.988], [2.570, -0.099, -4.281], [3.172, -2.462, -4.643], [3.091, -4.066, -2.755], [2.496, -3.283, -0.490], [4.200, -2.145, 0.364], [5.125, -2.992, 2.457], [4.033, -2.445, 4.624], [2.185, -0.836, 4.665], [2.475, 1.458, 3.811], [1.495, 2.560, 2.849], [2.859, 1.704, 2.099], [0.487, 0.117, 4.473], [-0.687, -0.302, 3.214], [-0.344, 1.400, 3.631], [-2.656, 4.562, 0.419], [-1.330, 4.037, -0.116], [-0.448, 5.187, -0.601], [-0.532, 3.160, 1.282], [-1.477, 1.829, 1.433], [-0.489, 3.948, 2.509], [0.704, 2.455, 0.669], [-1.789, 2.722, -1.371], [-1.458, 3.285, -2.806], [-3.223, 2.467, -1.125], [-0.755, 1.574, -1.222], [-2.593, 4.809, 1.413], [-3.367, 3.834, 0.235], [-2.944, 5.403, -0.087], [-0.187, 5.853, 0.223], [-0.951, 5.764, -1.378], [0.478, 4.801, -1.027], [-2.069, 1.835, 2.198], [-2.200, 3.689, -3.276]],
  "forces_ev_per_a": [[-0.1, -2.2, 0.1], [0.0, 0.0, -0.1], [-0.1, 0.0, 0.0], [0.1, 0.0, 0.1], [-0.1, 0.0, -0.1], [0.0, 0.2, 0.2], [-0.1, 0.0, -0.1], [0.2, 0.6, 0.0], [0.1, 0.0, 0.0], [0.0, -0.2, 0.0], [0.1, 1.0, 0.1], [0.0, -0.1, 0.1], [-0.1, 0.0, -0.1], [0.1, 0.1, 0.0], [0.0, 0.0, 0.0], [0.0, 0.0, 0.0], [0.0, 0.0, 0.0], [0.0, 0.0, 0.0], [0.0, 0.0, 0.0], [0.0, 0.0, 0.0], [0.0, 0.0, 0.0], [0.0, -0.1, -0.1], [0.0, 0.0, 0.0], [0.0, 0.0, 0.0], [0.0, 0.0, 0.0], [0.0, 0.0, 0.0], [0.0, 0.0, 0.0], [0.0, 0.0, 0.0], [0.0, 0.0, 0.0], [0.0, 0.0, 0.0], [0.2, 0.1, 0.0], [-0.6, -0.1, 0.5], [0.0, 0.1, 0.0], [0.2, 0.4, -0.3], [-0.1, 0.0, -0.2], [0.0, 0.0, 0.0], [0.0, 0.0, 0.0], [0.1, -0.1, 0.0], [0.1, -0.1, 0.4], [0.3, 0.4, 0.1], [-0.2, -0.1, -0.2], [0.1, -0.1, -0.1], [0.0, 0.0, 0.0], [0.0, 0.0, 0.0], [0.0, -0.1, 0.1], [-0.1, 0.1, 0.3], [-0.3, 0.1, -0.5], [0.1, -0.1, 0.1], [0.1, 0.1, 0.0], [0.0, -0.1, 0.0], [0.1, 0.1, 0.0], [0.0, 0.0, 0.0], [0.0, 0.0, 0.0], [0.0, 0.0, 0.0], [0.0, 0.0, 0.0], [0.0, 0.0, 0.0], [0.0, 0.0, 0.0], [0.0, 0.0, 0.0], [0.0, 0.0, -0.1], [0.0, 0.0, 0.0], [0.0, 0.0, 0.0], [0.0, 0.0, 0.0], [0.0, 0.0, 0.0], [0.0, 0.0, 0.0], [0.0, 0.0, 0.1], [0.0, 0.0, 0.0], [0.0, 0.0, 0.0], [0.0, 0.0, 0.0], [0.0, 0.0, 0.0], [0.3, 0.2, -0.1], [0.2, -0.3, 0.0], [0.0, 0.0, 0.0], [-0.2, 0.2, 0.2], [0.5, 0.3, -0.1], [0.0, 0.1, -0.2], [-0.1, -0.1, -0.1], [-0.1, -0.2, 0.0], [0.1, 0.1, 0.0], [0.1, 0.0, -0.1], [-0.6, 0.4, 0.0], [0.0, 0.0, 0.0], [-0.1, -0.1, 0.0], [0.0, 0.0, 0.0], [0.0, 0.0, 0.0], [0.0, 0.0, 0.0], [0.0, 0.0, 0.0], [0.0, -0.3, 0.0], [-0.1, 0.0, -0.1]],
  "energy_ha": -2762.02505,
  "fmax_ev_per_a": 2.2,
  "charge": 3,
  "orbital_gap_ha": 0.24666,
  "de_lowest_kcal_mol": 4.9,
  "e_homo_ha": -0.578,
  "lumo_energy_ev": -9.012,
  "mol_weight_da": 827.57
}